(1)
# C3H10N4O

A single C3H10N4O molecule in a non-equilibrium geometry (ωB97M-V/def2-TZVPD, the Open Molecules 2025 dataset).

The geometry in XYZ format:
```
18
Properties=species:S:1:pos:R:3:forces:R:3
H 2.40713 -0.18360 -0.81837 0.0 0.0 0.1
N 1.67938 -0.48309 -1.44841 0.6 0.0 0.2
C 0.49339 -0.51754 -0.97746 -0.7 0.1 -1.0
N -0.56221 -0.93384 -1.68136 0.4 0.2 0.4
O -1.82658 -0.79819 -1.23316 -0.7 -0.6 -0.2
N 0.04296 -0.01023 0.36757 -2.0 1.1 -1.2
C -1.06301 1.24898 0.07049 1.3 -0.7 1.6
C 1.13751 0.48648 1.20001 0.2 0.4 0.2
N -0.70587 -0.99081 1.10738 -0.5 -0.2 0.2
H -0.41891 -1.11557 -2.66784 0.1 -0.1 0.2
H -0.63057 1.89231 -0.68719 0.2 -0.2 0.0
H -2.07592 0.94641 -0.17616 0.6 -0.6 -0.2
H -1.07673 1.68745 1.06346 0.2 0.4 0.0
H 1.63398 1.31741 0.70291 -0.1 0.0 0.0
H 0.71876 0.81093 2.14970 -0.1 0.0 -0.1
H 1.86055 -0.30484 1.39636 -0.1 -0.1 -0.1
H -0.13234 -1.82873 1.19298 0.2 0.2 -0.1
H -1.48150 -1.22353 0.43908 0.3 0.1 -0.1
```
Forces are in eV/Å.

Computed properties:
- HOMO energy (alpha / beta) (Eh) = -0.2473 / -0.2473
- SMILES = [H]/N=C(/N[O-])[N+](C)(C)N
- ΔE to the lowest compared entry with this formula, charge and spin (kcal/mol) = 138.6
- 2S+1 = 1
- E_tot (Eh) = -414.3924

Results of the Mulliken charge analysis, in e, for atoms 1 through 2:
1 H 0.2162
2 N -0.8551

***

(2)
# C5H10O3PS

2 unconnected molecules or ions with the total composition C5H10O3PS in a non-equilibrium geometry (ωB97M-V/def2-TZVPD, the Open Molecules 2025 dataset).

The geometry in XYZ format:
```
20
Properties=species:S:1:pos:R:3:forces:R:3
C 1.06442 -0.41506 -1.75778 0.3 -1.6 -0.9
C 0.61282 0.34440 -2.72430 -0.6 2.7 0.0
C 1.16269 -0.67209 0.59083 1.2 -3.0 -0.4
C -2.81008 -0.73166 0.47271 -1.9 0.1 0.2
C 2.46309 1.27820 1.88552 -2.1 1.1 -1.6
O 1.00110 -0.67479 3.25484 0.2 -0.2 0.7
O -0.37074 0.99609 1.78781 -0.2 0.7 0.4
O 0.82552 -0.02343 -0.48762 -0.2 1.5 -0.7
P 0.86673 0.23109 2.10060 0.6 1.1 0.1
S 1.89325 -2.14313 0.56301 0.0 0.0 -0.1
H 1.59005 -1.36002 -2.00989 -0.6 0.5 0.9
H -2.50555 -1.35792 -0.35348 0.5 0.2 -0.3
H 0.55738 0.07956 -3.74961 0.5 -0.5 -0.7
H 0.29908 1.40217 -2.51675 -0.2 -1.3 0.1
H -2.15461 0.06443 0.78691 0.3 0.6 -0.8
H -2.77720 -1.32179 1.36999 -0.4 -0.7 0.4
H -3.89468 -0.42356 0.28054 1.5 -0.1 0.4
H 2.77426 1.41255 2.89465 1.1 -0.2 0.6
H 3.18528 0.82294 1.10342 -1.0 1.0 1.7
H 2.02241 2.32104 1.59302 1.1 -1.8 0.0
```
Forces are in eV/Å.

Computed properties:
- HOMO energy (Eh) = -0.1717
- ΔE to the lowest compared entry with this formula, charge and spin (kcal/mol) = 5.9
- charge = -1
- 2S+1 = 1
- E_tot (Eh) = -1161.8305

Results of the Mulliken charge analysis, in e, for atoms 1 through 2:
1 C -0.0281
2 C -0.6810

***

(3)
# C2H7N2O2

A molecular structure, C2H7N2O2 in a non-equilibrium geometry (ωB97M-V/def2-TZVPD, the Open Molecules 2025 dataset).

The geometry in XYZ format:
```
13
Properties=species:S:1:pos:R:3:forces:R:3
C 0.13196 2.35619 1.40987 -1.3 0.6 0.8
C -0.44946 -3.34644 -1.08199 -0.7 -2.1 1.1
N 0.34053 1.69121 0.15139 -0.4 -2.2 1.4
N 0.26242 0.41681 0.07639 0.0 1.3 -0.3
O 0.33680 -0.01519 -1.12082 -0.1 -1.0 0.5
O -0.11534 -2.33649 -0.52339 0.0 1.1 1.3
H -0.83404 2.85021 1.46787 -0.5 -0.2 -0.6
H 0.12964 1.74032 2.29170 0.5 -0.8 -0.1
H 0.76278 3.19197 1.53663 1.4 0.6 0.0
H -0.26217 -3.34516 -2.15167 -0.5 -1.0 -0.4
H -0.90456 -4.24014 -0.38988 1.1 1.9 -2.1
H 0.41979 2.23183 -0.67083 0.2 0.6 -1.4
H 0.18166 -1.19511 -0.99527 0.2 1.2 -0.1
```
Forces are in eV/Å.

Computed properties:
- HOMO energy (Eh) = -0.5738
- ΔE to the lowest compared entry with this formula, charge and spin (kcal/mol) = 102.4
- charge = +1
- 2S+1 = 1
- E_tot (Eh) = -340.0170

Results of the Mulliken charge analysis, in e, for atoms 1 through 2:
1 C -0.7318
2 C 0.0281

***

(4)
# C16H25N2O

2 unconnected molecules or ions with the total composition C16H25N2O in a non-equilibrium geometry (ωB97M-V/def2-TZVPD, the Open Molecules 2025 dataset).

The geometry in XYZ format:
```
44
Properties=species:S:1:pos:R:3:forces:R:3
C 4.17075 -1.35375 -1.27262 0.1 -0.1 0.0
C 2.92886 -2.11878 -0.81936 -0.2 0.2 -0.2
C 2.53369 -1.75712 0.60805 0.1 -0.5 0.4
N 2.43155 -0.29721 0.78501 -1.0 0.4 1.4
C 1.42940 0.22086 1.47308 1.0 -0.3 -0.7
C 1.12334 1.62862 1.52413 -0.2 1.2 -0.1
C 1.40799 2.49621 0.42894 0.1 -0.1 0.5
C 1.23663 3.87229 0.55829 -0.1 -0.2 0.0
C 0.71163 4.41596 1.73959 0.1 -0.6 0.1
C 0.34697 3.56300 2.79409 0.0 0.1 -0.2
C 0.53122 2.18683 2.68734 0.3 -0.3 -0.4
C 3.66246 0.42850 0.41900 0.5 0.4 -0.6
C 4.03130 0.14689 -1.03110 -0.1 0.0 -0.2
H 5.04006 -1.72345 -0.71594 0.0 0.0 -0.1
H 4.34936 -1.53996 -2.33523 0.1 0.0 0.2
H 2.09313 -1.90101 -1.49629 0.1 0.0 0.1
H 3.10606 -3.19761 -0.85789 -0.1 0.1 0.0
H 1.56893 -2.20619 0.87618 0.3 0.1 0.0
H 3.30463 -2.13474 1.29799 -0.2 0.2 -0.1
H 0.83973 -0.48434 2.07569 0.0 0.2 -0.5
H 1.75886 2.07979 -0.51939 -0.1 0.2 0.3
H 1.51156 4.52257 -0.27364 -0.2 -0.2 0.2
H 0.58085 5.49486 1.82935 0.0 -0.3 0.0
H -0.07745 3.98661 3.70565 0.1 -0.2 -0.3
H 0.25436 1.51432 3.50348 0.1 0.3 -0.2
H 3.56535 1.50481 0.58700 -0.1 -0.4 0.2
H 4.47779 0.04860 1.05873 -0.4 0.0 0.0
H 4.96878 0.66600 -1.25964 -0.2 -0.1 0.0
H 3.26060 0.55902 -1.69741 0.1 0.0 0.1
C -4.51460 -2.43347 2.84584 0.0 0.0 -0.1
C -3.07123 -1.94401 2.93651 -0.3 0.1 -0.3
N -2.40899 -2.32880 1.69876 0.6 -0.3 0.0
C -3.01861 -1.84598 0.46920 -0.4 0.1 0.3
C -4.46317 -2.33975 0.45941 0.0 0.0 0.1
O -5.13682 -1.96275 1.65522 0.2 -0.1 0.0
H -4.48936 -3.54084 2.86870 -0.2 0.3 0.0
H -5.14269 -2.03686 3.65845 0.4 -0.3 -0.2
H -3.05891 -0.85104 3.10184 0.0 -0.1 0.0
H -2.56779 -2.45408 3.76243 -0.1 0.2 0.0
H -1.42002 -2.11606 1.72828 -0.1 0.0 0.0
H -3.00154 -0.74357 0.39134 0.0 -0.1 -0.1
H -2.48008 -2.28981 -0.37264 -0.1 0.2 0.0
H -5.05657 -1.88046 -0.34594 0.3 -0.3 0.2
H -4.43420 -3.44182 0.35204 -0.2 0.3 0.0
```
Forces are in eV/Å.

Computed properties:
- HOMO energy (Eh) = -0.4064
- ΔE to the lowest compared entry with this formula, charge and spin (kcal/mol) = 29.2
- charge = +1
- 2S+1 = 1
- E_tot (Eh) = -809.1583

Results of the Mulliken charge analysis, in e, for atoms 1 through 2:
1 C -0.7437
2 C -0.6128

***

(5)
# C45H74Cl22O14P

17 unconnected molecules or ions with the total composition C45H74Cl22O14P in a non-equilibrium geometry (ωB97M-V/def2-TZVPD, the Open Molecules 2025 dataset).

The geometry in XYZ format:
```
156
Properties=species:S:1:pos:R:3:forces:R:3
C 0.90472 -0.19658 -5.30784 -1.1 -0.3 0.2
C 1.87436 0.00699 -4.17168 1.0 0.2 -0.5
C 1.41256 -0.56237 -2.85398 -0.3 0.1 0.4
C 0.31470 0.30329 -2.21910 0.3 -0.1 0.6
P 0.06221 -0.01124 -0.45476 -0.8 -0.5 0.3
C 1.59849 0.09096 0.47675 0.1 1.0 -0.3
C 1.39534 -0.15827 1.96533 0.3 -0.2 0.8
C 2.67727 0.01687 2.82080 -0.9 0.2 0.2
C 2.41480 0.60100 4.22467 -0.4 0.1 0.1
C -1.16445 1.17089 0.15638 0.7 0.6 -0.7
C -2.45489 1.13601 -0.65567 -0.2 -0.9 -0.4
C -3.60273 1.80461 0.06541 0.2 1.0 1.2
C -4.94761 1.57233 -0.58426 0.0 -0.4 -0.8
C -0.62750 -1.63975 -0.11664 -0.1 0.5 -0.3
C 0.24199 -2.75551 -0.63347 0.9 0.1 -1.1
C 0.12036 -4.01825 0.15880 0.3 -0.6 0.9
C -1.18951 -4.79210 -0.03862 0.6 -0.3 -1.0
H 0.52863 -1.22410 -5.21840 0.0 0.1 -0.3
H 1.29666 -0.06727 -6.31316 0.3 0.1 0.1
H 0.01891 0.43980 -5.22171 0.1 0.1 0.0
H 2.13070 1.05999 -4.01660 -0.1 0.0 -0.1
H 2.81945 -0.47826 -4.43963 0.0 0.0 0.1
H 2.26667 -0.58663 -2.17221 0.0 -0.1 0.0
H 1.04407 -1.58199 -2.98919 0.1 0.0 0.0
H -0.66517 0.20787 -2.69174 0.1 0.1 -0.2
H 0.62999 1.35474 -2.24180 -0.2 0.0 -0.2
H 1.93807 1.13170 0.31989 0.1 -0.3 0.0
H 2.33393 -0.56563 0.00503 0.1 0.0 0.2
H 0.99397 -1.16579 2.11347 0.0 0.1 0.1
H 0.69045 0.55698 2.40058 -0.3 -0.1 -0.4
H 3.34032 0.71804 2.31019 -0.7 -0.9 -0.1
H 3.15445 -0.94029 3.00800 0.2 -0.1 -0.6
H 2.57167 1.68217 4.23545 -0.2 -0.1 0.0
H 3.07197 0.15320 4.97601 0.1 0.1 -0.1
H 1.40511 0.40526 4.60420 0.0 -0.1 -0.3
H -0.66547 2.14459 0.01852 -0.2 0.0 0.4
H -1.36397 0.99675 1.21258 0.1 -0.1 0.1
H -2.74291 0.09276 -0.84712 0.0 0.2 0.2
H -2.32913 1.53948 -1.66646 0.1 0.3 0.2
H -3.38307 2.87934 0.21068 -0.2 -0.1 -0.6
H -3.61121 1.50647 1.12830 -0.1 -0.5 -0.3
H -4.86023 1.70752 -1.67023 0.0 0.1 0.2
H -5.72614 2.24833 -0.25750 0.0 0.1 0.3
H -5.29644 0.54118 -0.44737 0.1 0.1 0.2
H -1.63262 -1.64852 -0.53727 -0.1 -0.2 0.1
H -0.70654 -1.71451 0.96709 -0.2 0.1 0.1
H 1.30143 -2.45219 -0.69513 -0.2 0.0 0.5
H 0.05215 -2.93959 -1.69944 -0.5 -0.1 0.2
H 0.22340 -3.81074 1.23423 0.1 0.3 -0.2
H 1.01732 -4.60688 -0.06537 -0.3 -0.3 -0.1
H -1.74025 -4.95335 0.87713 -0.2 0.1 0.1
H -0.93229 -5.76898 -0.45450 -0.2 -0.1 0.2
H -1.80099 -4.31930 -0.81022 -0.2 0.1 0.3
C -5.75330 -1.75087 3.62403 -0.7 0.2 -0.4
C -4.71068 -1.17642 4.21871 -0.3 0.7 0.4
C -4.84506 -0.39746 5.52334 0.0 0.4 1.8
O -3.88623 -0.05707 6.26951 -2.1 -0.9 -2.4
C -6.26122 -0.10500 5.89037 1.9 0.8 0.5
C -7.29745 -0.72313 5.33581 1.4 -0.2 -0.8
C -7.12387 -1.63893 4.15294 2.9 0.4 0.8
O -8.04087 -2.27012 3.75693 -2.3 -0.9 -1.0
O -8.49687 -0.59148 5.78722 -2.2 0.4 0.1
O -3.55621 -1.16822 3.58791 1.8 0.0 0.9
H -5.56614 -2.19100 2.64768 -0.3 -0.2 0.2
H -6.41521 0.65245 6.65540 0.1 -0.4 0.2
H -9.12100 -0.89038 5.09710 0.1 -0.3 0.4
H -2.83683 -0.96990 4.25327 -0.2 0.2 -0.9
C -0.91881 5.34895 -4.37192 0.2 0.6 -0.5
C -1.39276 4.21765 -3.89123 0.2 -1.0 0.0
C -2.83354 3.81943 -4.07029 1.6 3.4 -1.9
O -3.30845 2.86691 -3.59384 -1.3 -3.6 2.0
C -3.59970 4.68948 -4.96273 -0.5 -0.2 0.0
C -3.15046 5.87532 -5.38298 -0.8 0.2 0.0
C -1.75506 6.32096 -5.08967 0.1 -2.8 1.3
O -1.32078 7.36040 -5.44041 0.4 2.7 -1.2
O -3.95035 6.73669 -6.01977 0.3 0.2 -0.4
O -0.58821 3.26752 -3.38742 0.5 -0.2 0.1
H 0.15390 5.47533 -4.37822 0.0 0.5 0.1
H -4.58676 4.29156 -5.18862 0.0 0.4 0.0
H -3.43120 7.50530 -6.32787 0.0 -0.3 0.2
H 0.35667 3.48782 -3.61079 -0.7 -0.2 0.2
C 6.29459 -0.54187 4.89963 0.3 -0.4 -0.6
C 6.26070 -0.92443 3.61659 0.7 0.6 -0.2
C 5.69564 -0.03722 2.53750 -0.2 1.0 0.9
O 5.75230 -0.37722 1.38403 0.2 -0.6 -0.9
C 5.11452 1.23788 2.96150 0.9 0.0 -0.6
C 5.20166 1.62857 4.22031 0.0 0.0 1.1
C 5.85345 0.79930 5.29429 0.1 -1.8 -1.7
O 6.02435 1.21408 6.39320 -0.1 1.3 1.7
O 4.62776 2.74210 4.63248 -0.3 0.9 0.4
O 6.90915 -2.01734 3.19095 -0.1 -0.1 -0.3
H 6.86628 -1.17408 5.56322 -0.2 0.2 0.4
H 4.55343 1.84880 2.26680 0.6 0.1 -0.2
H 4.63005 2.79679 5.60649 0.4 -0.1 -0.2
H 7.03060 -1.95480 2.22109 -0.4 -0.1 0.2
O -1.40827 0.03874 4.97125 -0.3 -0.1 0.2
H -1.97058 0.07501 5.78083 0.3 0.1 -0.6
H -1.47007 0.93125 4.59624 0.0 -0.3 0.3
O 2.11039 3.86258 -4.03899 0.4 0.1 0.2
H 2.76104 3.30434 -4.49436 -0.3 0.2 0.2
H 2.61658 4.32205 -3.34713 -0.2 -0.2 -0.3
C 0.12854 1.14635 7.90250 0.1 1.2 0.2
Cl 1.25238 1.94625 9.03164 -0.1 -0.1 -0.2
Cl -0.90205 2.34685 7.05321 0.1 -0.1 0.3
H 0.70894 0.67281 7.13139 0.0 -0.5 0.0
H -0.50751 0.52755 8.51075 -0.1 -0.4 -0.2
C 1.73238 -6.97120 2.39207 0.2 0.1 -0.3
Cl 3.46544 -6.90473 2.03654 0.1 0.0 0.0
Cl 0.83393 -7.68629 1.05567 -0.1 -0.1 0.0
H 1.61094 -7.56620 3.27994 -0.2 -0.2 0.2
H 1.38439 -5.95932 2.51992 -0.1 0.2 0.1
C 0.16437 3.15243 -8.28689 0.1 0.1 -0.1
Cl -1.41753 2.57110 -7.78965 -0.1 -0.2 0.2
Cl 0.63841 4.60508 -7.40874 0.0 0.2 0.0
H 0.93290 2.41976 -8.09724 -0.1 -0.3 0.1
H 0.10403 3.36382 -9.34256 0.1 0.2 -0.2
C -5.47427 -0.84959 -3.27355 0.4 0.3 0.7
Cl -6.41716 -2.12314 -3.97670 -0.3 -0.3 -0.3
Cl -3.99992 -1.47508 -2.48873 0.1 -0.2 -0.1
H -5.16496 -0.12056 -4.00477 0.1 0.0 -0.3
H -6.02682 -0.37333 -2.48038 -0.3 0.1 0.1
C -2.96403 -0.98807 -6.82045 -0.1 0.4 -0.3
Cl -2.78219 0.01988 -5.37125 0.0 0.1 -0.1
Cl -1.89506 -2.38314 -6.80480 -0.1 -0.1 0.0
H -4.00647 -1.27521 -6.89166 0.0 -0.4 0.2
H -2.73269 -0.38296 -7.69026 0.2 0.1 0.1
C 5.78058 2.67199 -2.42037 0.9 0.3 0.2
Cl 6.45190 2.85068 -0.77671 -0.2 0.0 -0.3
Cl 4.18445 1.93777 -2.39694 0.0 0.1 -0.1
H 5.76497 3.64864 -2.89328 -0.3 0.1 0.2
H 6.49307 2.07426 -2.98042 -0.3 -0.3 0.0
C 3.87473 -2.72551 7.93922 -0.3 -0.2 -0.3
Cl 5.39696 -1.86164 7.84603 0.1 -0.1 0.2
Cl 2.60903 -1.87500 7.02542 -0.1 0.1 0.2
H 3.94966 -3.70187 7.48024 0.3 -0.1 -0.1
H 3.56808 -2.83651 8.96865 0.0 0.2 0.1
C -6.88674 4.32315 -3.05841 -0.4 0.2 -0.6
Cl -6.11532 4.62511 -1.51669 0.1 0.1 0.1
Cl -6.69622 2.66729 -3.65656 0.0 0.0 0.0
H -7.94875 4.51935 -2.99749 -0.1 -0.1 0.3
H -6.48195 4.99937 -3.80102 0.3 0.0 0.0
C 6.70692 -1.06638 -1.43815 -0.3 0.0 -0.3
Cl 7.57882 -2.54704 -1.05463 0.1 0.1 0.2
Cl 4.95798 -1.39457 -1.61166 0.2 0.0 0.0
H 6.83759 -0.30301 -0.68407 0.0 -0.2 0.3
H 7.07316 -0.69907 -2.38686 0.0 -0.1 -0.2
C 3.94605 -3.57846 3.01894 0.6 0.7 0.7
Cl 3.47965 -3.09535 1.39951 -0.1 -0.2 -0.3
Cl 2.57149 -3.78852 4.11533 -0.1 -0.3 -0.2
H 4.58583 -4.45093 3.00242 -0.4 -0.3 -0.2
H 4.53614 -2.77316 3.45366 -0.2 0.0 -0.1
C 0.35123 -5.30406 -3.48818 -0.4 0.2 -0.4
Cl 1.30651 -5.41390 -4.98260 -0.2 0.1 0.4
Cl -1.17237 -4.36831 -3.72829 0.6 -0.3 0.0
H 0.08324 -6.30547 -3.18530 -0.1 -0.1 0.0
H 0.92727 -4.81321 -2.71662 0.1 0.1 0.0
```
Forces are in eV/Å.

Computed properties:
- HOMO energy (Eh) = -0.4068
- charge = +1
- 2S+1 = 1
- E_tot (Eh) = -13277.7563

Results of the Mulliken charge analysis, in e, for atoms 1 through 2:
1 C -1.0005
2 C 0.0717

***

(6)
# CH3NO3S

2 unconnected molecules or ions with the total composition CH3NO3S in a non-equilibrium geometry (ωB97M-V/def2-TZVPD, the Open Molecules 2025 dataset).

The geometry in XYZ format:
```
9
Properties=species:S:1:pos:R:3:forces:R:3
C -1.36745 0.74801 0.62608 3.5 1.1 -2.4
N -0.14246 0.39932 1.11959 -8.6 -2.2 1.6
O 1.90395 0.93348 -0.33164 2.4 -1.7 0.9
O 4.03122 -0.30470 -0.31465 0.1 -0.2 0.3
O -1.51452 1.28878 -0.44267 -0.4 0.1 -0.3
S 2.77882 -0.06214 0.32373 -1.1 2.0 -1.9
H -2.09857 0.56441 1.28714 -3.4 -0.9 2.4
H -0.19883 0.01952 1.98386 0.6 -1.2 3.1
H 0.55729 0.73197 0.70511 6.9 3.1 -3.6
```
Forces are in eV/Å.

Computed properties:
- HOMO energy (Eh) = -0.3662
- ΔE to the lowest compared entry with this formula, charge and spin (kcal/mol) = 32.4
- 2S+1 = 1
- E_tot (Eh) = -718.5195

Results of the Mulliken charge analysis, in e, for atoms 1 through 2:
1 C 0.0130
2 N -0.2267